P:
# C5H11O2PS2

A cluster of 2 separate species, C5H11O2PS2 in total (ωB97M-V with the def2-TZVPD basis set, the OMol25 dataset).

```
21
C5H11O2PS2 (ωB97M-V with the def2-TZVPD basis set)
C -2.38 -0.93 0.76
C -1.86 0.01 -0.44
C -2.90 0.90 -1.11
C -0.56 0.54 0.12
C 0.60 -0.05 -0.10
O 1.79 0.16 0.51
H -1.54 -1.28 1.34
H -2.92 -1.70 0.25
H -3.02 -0.38 1.33
H -1.51 -0.79 -1.11
H -2.38 1.84 -0.95
H -2.92 0.79 -2.11
H -3.88 0.89 -0.72
H -0.67 1.12 1.06
H 0.89 -0.70 -0.90
H 1.76 0.97 1.19
O 4.17 0.47 -1.69
P 4.26 0.18 -0.27
S 4.84 1.43 1.08
S 4.28 -1.89 0.21
H 3.94 -1.58 1.56
```

Summary:
SMILES	CC(C)/C=C/O.O=P(=S)S
net charge	0
Kohn-Sham gap	8.736	eV
LUMO energy	-0.4	eV
E_HOMO	-9.120	eV

---

Q:
# C5H11O2PS2

The molecule C5H11O2PS2 (ωB97M-V with the def2-TZVPD basis set, the OMol25 dataset).

```
21
C5H11O2PS2 (ωB97M-V with the def2-TZVPD basis set)
C 2.03 0.17 -1.27
C 0.85 -0.46 -0.43
C 1.39 -0.79 1.05
C -0.36 0.46 -0.49
C -0.15 1.79 0.12
O -0.94 2.46 0.67
P -2.04 -0.17 0.16
O -2.31 0.29 1.63
S -3.53 0.46 -0.95
S -1.89 -2.33 0.33
H 2.76 0.74 -0.66
H 1.51 0.76 -2.09
H 2.65 -0.52 -1.64
H 0.65 -1.55 -0.78
H 1.63 0.08 1.57
H 0.63 -1.20 1.60
H 2.09 -1.49 1.06
H -0.54 0.56 -1.54
H 0.95 2.11 0.01
H -2.37 1.22 1.88
H -3.01 -2.61 -0.25
```

Summary:
SMILES	CC(C)[C@H](C=O)[P@@](O)(=S)S
net charge	0
Kohn-Sham gap	9.127	eV
LUMO energy	0.4	eV
E_HOMO	-8.680	eV

---

The structure with the most favorable energy is Q; the runner-up is 26.3 kcal/mol above it.

---

P:
# C2H2N2O3

A structure of composition C2H2N2O3 (ωB97M-V with the def2-TZVPD basis set, the OMol25 dataset).

```
9
C2H2N2O3 (ωB97M-V with the def2-TZVPD basis set)
C -0.08 -1.15 -0.28
C 0.55 0.91 -0.26
H -1.81 -1.70 0.55
H -0.23 2.54 0.97
N 1.13 -1.13 -0.47
N 1.65 0.15 -0.28
O -1.09 -2.07 -0.03
O 0.48 2.21 -0.06
O -0.60 0.24 -0.16
```

Summary:
net charge	0
Kohn-Sham gap	8.899	eV
LUMO energy	-0.8	eV
E_HOMO	-9.707	eV

---

Q:
# C2H2N2O3

The molecule C2H2N2O3 (ωB97M-V with the def2-TZVPD basis set, the OMol25 dataset).

```
9
C2H2N2O3 (ωB97M-V with the def2-TZVPD basis set)
H 0.76 -1.63 1.57
N 1.38 -1.06 1.06
C 0.69 -0.30 0.32
N -0.78 -0.41 0.48
O -1.24 0.07 -0.85
C -0.16 0.99 -1.25
O -0.22 1.85 -2.03
O 0.91 0.65 -0.66
H -1.34 -0.16 1.34
```

Summary:
SMILES	[H]/N=c1\[nH]oc(=O)o1
net charge	0
Kohn-Sham gap	10.771	eV
LUMO energy	0.4	eV
E_HOMO	-10.329	eV

---

The structure with the most favorable energy is Q; the runner-up is 13.4 kcal/mol above it.

---

P:
# C2H2N2O3

A cluster of 2 separate species, C2H2N2O3 in total (ωB97M-V with the def2-TZVPD basis set, the OMol25 dataset).

```
9
C2H2N2O3 (ωB97M-V with the def2-TZVPD basis set)
C -0.19 -2.74 0.33
C 0.25 -0.15 -0.07
N -0.33 -3.73 0.89
N 0.72 0.00 1.31
O 1.70 -0.61 1.63
O 0.12 0.78 1.99
O -0.80 0.56 -0.36
H 0.70 -0.64 -0.87
H -1.16 1.16 0.28
```

Summary:
net charge	0
Kohn-Sham gap (spin up / spin down)	7.216 / 6.857	eV
LUMO energy (spin up / spin down)	-3.3 / -3.4	eV
E_HOMO (spin up / spin down)	-10.510 / -10.287	eV

---

Q:
# C2H2N2O3

The molecule C2H2N2O3 (ωB97M-V with the def2-TZVPD basis set, the OMol25 dataset).

```
9
C2H2N2O3 (ωB97M-V with the def2-TZVPD basis set)
O -2.33 -0.58 -0.01
C -1.17 -0.28 0.02
N 0.01 -1.03 -0.01
C 0.99 -0.15 0.03
O 2.28 -0.37 0.01
O 0.67 1.12 -0.03
N -0.75 1.14 -0.08
H 2.37 -1.32 0.03
H -1.09 1.84 0.55
```

Summary:
SMILES	O=c1nc(O)o[nH]1
net charge	0
Kohn-Sham gap	10.745	eV
LUMO energy	0.4	eV
E_HOMO	-10.360	eV

---

The structure with the most favorable energy is Q; the runner-up is 149.5 kcal/mol above it.

---

P:
# C5H12N2O3

A structure of composition C5H12N2O3 (ωB97M-V with the def2-TZVPD basis set, the OMol25 dataset).

```
22
C5H12N2O3 (ωB97M-V with the def2-TZVPD basis set)
C -0.43 -0.34 2.49
C 0.79 0.03 1.66
C 2.06 -0.66 2.15
N 0.58 -0.31 0.25
C -0.13 0.49 -0.58
O -0.40 1.65 -0.29
N -0.36 -0.11 -1.82
C -2.15 0.45 -2.97
O -3.15 1.07 -2.69
H -0.29 -0.02 3.53
H -1.33 0.17 2.10
H -0.60 -1.43 2.47
H 0.94 1.12 1.71
H 2.93 -0.35 1.56
H 2.24 -0.39 3.20
H 1.97 -1.75 2.08
H 0.72 -1.28 0.00
H -0.19 -1.10 -1.95
H -2.23 -0.61 -3.28
H 0.27 0.42 -2.84
O -0.83 1.23 -3.78
H -0.44 1.70 -3.00
```

Summary:
net charge	0
Kohn-Sham gap	10.339	eV
LUMO energy	0.4	eV
E_HOMO	-9.970	eV

---

Q:
# C5H12N2O3

A cluster of 2 separate species, C5H12N2O3 in total (ωB97M-V with the def2-TZVPD basis set, the OMol25 dataset).

```
22
C5H12N2O3 (ωB97M-V with the def2-TZVPD basis set)
C 0.34 2.73 -0.93
N 0.01 1.87 0.18
C -1.25 1.33 0.33
C -1.42 0.51 1.58
O -2.16 1.49 -0.47
H -0.53 2.98 -1.54
H 1.08 2.22 -1.56
H 0.79 3.65 -0.53
H 0.72 1.67 0.86
H -2.14 1.01 2.24
H -1.79 -0.48 1.31
H -0.48 0.39 2.12
N -0.49 -3.08 -0.06
C 0.08 -1.98 -0.86
C 1.30 -1.38 -0.18
O 1.50 -1.33 1.03
O 2.18 -0.85 -1.04
H -0.51 -2.77 0.92
H 0.16 -3.87 -0.07
H 0.36 -2.37 -1.85
H -0.67 -1.20 -1.00
H 2.91 -0.53 -0.47
```

Summary:
SMILES	CNC(C)=O.NCC(=O)O
net charge	0
Kohn-Sham gap	10.177	eV
LUMO energy	0.5	eV
E_HOMO	-9.697	eV

---

The structure with the most favorable energy is Q; the runner-up is 78.2 kcal/mol above it.

---

P:
# C18H20N2O5S

The molecule C18H20N2O5S (ωB97M-V with the def2-TZVPD basis set, the OMol25 dataset).

```
46
C18H20N2O5S (ωB97M-V with the def2-TZVPD basis set)
C 6.96 -1.41 -1.96
O 6.69 -0.94 -0.65
C 5.50 -0.34 -0.41
C 4.49 -0.15 -1.35
C 3.32 0.48 -0.98
C 3.15 0.92 0.31
S 1.61 1.66 0.82
O 1.85 2.73 1.74
O 0.81 1.91 -0.35
N 0.81 0.48 1.66
C 0.52 -0.77 0.98
C 1.06 -1.98 1.72
C -1.02 -0.86 0.77
O -1.66 -1.82 1.13
N -1.48 0.25 0.15
C -2.79 0.58 -0.17
C -3.01 1.84 -0.73
C -4.29 2.24 -1.08
C -5.37 1.40 -0.87
C -5.16 0.14 -0.31
C -6.27 -0.82 -0.07
C -7.68 -0.29 -0.19
O -6.06 -1.98 0.22
C -3.88 -0.27 0.03
C 4.14 0.74 1.26
C 5.32 0.12 0.90
H 6.25 -2.19 -2.26
H 6.95 -0.60 -2.69
H 7.96 -1.84 -1.91
H 4.61 -0.48 -2.37
H 2.53 0.65 -1.70
H 1.07 0.40 2.63
H 0.97 -0.70 -0.02
H 0.61 -2.04 2.71
H 0.79 -2.88 1.18
H 2.14 -1.92 1.82
H -0.79 0.96 -0.07
H -2.16 2.50 -0.89
H -4.44 3.21 -1.52
H -6.35 1.73 -1.15
H -7.89 -0.03 -1.23
H -7.81 0.60 0.42
H -8.38 -1.05 0.13
H -3.73 -1.25 0.46
H 3.99 1.11 2.26
H 6.11 -0.03 1.61
```

Summary:
SMILES	COc1ccc(S(=O)(=O)N[C@@H](C)C(=O)Nc2cccc(C(C)=O)c2)cc1
net charge	0
Kohn-Sham gap	8.921	eV
LUMO energy	0.4	eV
E_HOMO	-8.483	eV

---

Q:
# C18H20N2O5S

The molecule C18H20N2O5S (ωB97M-V with the def2-TZVPD basis set, the OMol25 dataset).

```
46
C18H20N2O5S (ωB97M-V with the def2-TZVPD basis set)
C 3.70 0.00 -4.34
O 4.30 -0.38 -3.12
C 3.57 -0.32 -1.99
C 2.23 0.07 -1.92
C 1.58 0.09 -0.70
C 2.26 -0.28 0.45
S 1.38 -0.24 2.00
O 2.23 -0.73 3.05
O 0.79 1.07 2.17
N 0.11 -1.27 1.65
C 0.45 -2.68 1.66
C -0.18 -3.24 2.93
C -1.48 -2.45 3.01
C -1.11 -1.07 2.45
C -2.18 -0.48 1.52
O -3.21 -1.06 1.23
N -1.79 0.73 1.07
C -2.41 1.56 0.12
C -3.65 1.29 -0.43
C -4.20 2.15 -1.37
C -3.51 3.29 -1.76
O -4.02 4.17 -2.68
C -2.27 3.57 -1.20
C -1.72 2.71 -0.27
C 3.58 -0.68 0.40
C 4.24 -0.70 -0.81
H 2.86 -0.65 -4.59
H 4.48 -0.12 -5.09
H 3.37 1.04 -4.32
H 1.69 0.37 -2.80
H 0.55 0.39 -0.63
H 0.02 -3.15 0.77
H 1.54 -2.78 1.63
H 0.46 -3.00 3.78
H -0.33 -4.31 2.89
H -2.25 -2.89 2.36
H -1.88 -2.38 4.02
H -0.90 -0.35 3.25
H -0.90 1.08 1.42
H -4.19 0.40 -0.14
H -5.17 1.93 -1.80
H -4.89 3.86 -2.97
H -1.75 4.46 -1.51
H -0.76 2.93 0.17
H 4.08 -0.96 1.31
H 5.27 -1.00 -0.89
```

Summary:
SMILES	COc1ccc(S(=O)(=O)N2CCC[C@@H]2C(=O)Nc2ccc(O)cc2)cc1
net charge	0
Kohn-Sham gap	8.474	eV
LUMO energy	0.6	eV
E_HOMO	-7.890	eV

---

The structure with the most favorable energy is P; the runner-up is 2.5 kcal/mol above it.

---

P:
# C2H4N2

A structure of composition C2H4N2 (ωB97M-V with the def2-TZVPD basis set, the OMol25 dataset).

```
8
C2H4N2 (ωB97M-V with the def2-TZVPD basis set)
C 0.50 -0.60 -0.41
C -0.69 0.22 -0.22
N -0.39 0.89 1.02
N -0.26 -0.57 0.90
H 0.60 -1.63 -0.87
H 1.38 -0.09 -0.26
H -1.67 0.52 -1.23
H 0.54 1.26 1.07
```

Summary:
net charge	0
Kohn-Sham gap	10.853	eV
LUMO energy	0.9	eV
E_HOMO	-9.938	eV

---

Q:
# C2H4N2

A cluster of 2 separate species, C2H4N2 in total (ωB97M-V with the def2-TZVPD basis set, the OMol25 dataset).

```
8
C2H4N2 (ωB97M-V with the def2-TZVPD basis set)
C 2.40 -0.44 0.84
C 1.26 -0.09 0.81
N -1.53 0.52 -0.85
N -1.38 0.16 0.40
H 3.43 -0.68 0.96
H -1.42 -0.12 -1.64
H -1.39 1.50 -1.03
H -1.37 -0.85 0.51
```

Summary:
net charge	0
Kohn-Sham gap (spin up / spin down)	8.900 / 6.972	eV
LUMO energy (spin up / spin down)	-0.4 / -1.6	eV
E_HOMO (spin up / spin down)	-9.349 / -8.577	eV

---

R:
# C2H4N2

The molecule C2H4N2 (ωB97M-V with the def2-TZVPD basis set, the OMol25 dataset).

```
8
C2H4N2 (ωB97M-V with the def2-TZVPD basis set)
C -1.63 -0.08 0.06
N -0.55 0.09 -0.63
N 0.60 -0.58 -0.42
C 1.65 0.08 -0.01
H -2.54 0.47 -0.30
H -1.77 -0.79 0.93
H 1.62 1.21 0.21
H 2.61 -0.39 0.15
```

Summary:
SMILES	C=NN=C
net charge	0
Kohn-Sham gap	10.181	eV
LUMO energy	0.8	eV
E_HOMO	-9.399	eV

---

S:
# C2H4N2

The molecule C2H4N2 (ωB97M-V with the def2-TZVPD basis set, the OMol25 dataset).

```
8
C2H4N2 (ωB97M-V with the def2-TZVPD basis set)
C -0.82 -1.20 0.31
N 0.10 -0.57 0.92
N 0.17 0.78 0.67
C 0.77 1.17 -0.37
H -0.90 -2.29 0.46
H -1.44 -0.66 -0.39
H 1.33 0.51 -1.03
H 0.79 2.25 -0.57
```

Summary:
SMILES	C=NN=C
net charge	0
Kohn-Sham gap	11.032	eV
LUMO energy	1.2	eV
E_HOMO	-9.874	eV

---

The structure with the most favorable energy is S; the runner-up is 6.1 kcal/mol above it.

---

P:
# C2H4N2

The molecule C2H4N2 (ωB97M-V with the def2-TZVPD basis set, the OMol25 dataset).

```
8
C2H4N2 (ωB97M-V with the def2-TZVPD basis set)
N 0.67 -0.89 0.98
N -0.61 0.21 0.49
C 0.01 1.16 -0.35
C -0.74 0.30 -0.97
H 0.74 -1.54 0.21
H 0.37 -1.24 1.85
H 0.68 1.92 -0.25
H -1.13 0.09 -1.95
```

Summary:
SMILES	NN1C=C1
net charge	0
Kohn-Sham gap	9.556	eV
LUMO energy	1.2	eV
E_HOMO	-8.381	eV

---

Q:
# C2H4N2

The molecule C2H4N2 (ωB97M-V with the def2-TZVPD basis set, the OMol25 dataset).

```
8
C2H4N2 (ωB97M-V with the def2-TZVPD basis set)
C -1.17 0.99 -0.01
N -0.43 1.22 1.13
C 0.16 2.22 0.95
N 0.78 3.25 0.76
H -1.64 1.92 -0.28
H -0.36 0.83 -0.75
H -2.10 0.16 0.31
H 0.29 4.18 1.04
```

Summary:
SMILES	CN=C=N
net charge	0
Kohn-Sham gap	10.885	eV
LUMO energy	0.9	eV
E_HOMO	-10.014	eV

---

R:
# C2H4N2

A structure of composition C2H4N2 (ωB97M-V with the def2-TZVPD basis set, the OMol25 dataset).

```
8
C2H4N2 (ωB97M-V with the def2-TZVPD basis set)
C 1.51 0.19 0.02
C -1.07 -0.20 -0.28
N 2.50 -0.27 -0.33
N 0.36 0.72 0.47
H -1.05 0.17 -1.32
H -0.52 -1.13 -0.24
H -1.99 -0.16 0.22
H 0.25 0.69 1.45
```

Summary:
net charge	0
Kohn-Sham gap	10.535	eV
LUMO energy	0.6	eV
E_HOMO	-9.941	eV

---

S:
# C2H4N2

The molecule C2H4N2 (ωB97M-V with the def2-TZVPD basis set, the OMol25 dataset).

```
8
C2H4N2 (ωB97M-V with the def2-TZVPD basis set)
C 0.40 0.21 -0.70
N -0.93 0.01 0.28
C 0.62 -0.25 1.79
N -0.54 -0.01 1.60
H -1.34 -0.90 0.06
H -0.17 0.26 -1.63
H 1.17 -0.53 -0.86
H 0.80 1.21 -0.54
```

Summary:
net charge	0
Kohn-Sham gap	9.920	eV
LUMO energy	0.1	eV
E_HOMO	-9.824	eV

---

The structure with the most favorable energy is R; the runner-up is 4.8 kcal/mol above it.

---

P:
# C3H4O2S2

A cluster of 2 separate species, C3H4O2S2 in total (ωB97M-V with the def2-TZVPD basis set, the OMol25 dataset).

```
11
C3H4O2S2 (ωB97M-V with the def2-TZVPD basis set)
C 1.41 0.52 0.25
C 0.12 -0.29 -0.01
C -1.18 0.31 -0.17
H 1.99 -1.46 0.12
H 1.29 1.23 1.12
H 1.31 1.33 -0.57
H -3.44 0.00 -0.23
O 2.50 -0.25 -0.01
O -1.56 1.46 -0.42
S 0.10 -1.94 -0.28
S -2.54 -0.91 0.20
```

Summary:
net charge	0
Kohn-Sham gap	7.402	eV
LUMO energy	-2.3	eV
E_HOMO	-9.689	eV

---

Q:
# C3H4O2S2

The molecule C3H4O2S2 (ωB97M-V with the def2-TZVPD basis set, the OMol25 dataset).

```
11
C3H4O2S2 (ωB97M-V with the def2-TZVPD basis set)
S -1.69 -1.45 2.55
C -0.47 -0.98 1.66
O -0.69 -0.88 0.36
C 0.42 -0.67 -0.55
O 0.90 0.68 -0.43
C 0.09 1.65 -1.01
S -0.97 1.62 -2.10
H 0.52 -0.55 2.05
H 0.18 -0.98 -1.58
H 1.33 -1.13 -0.30
H 0.37 2.68 -0.64
```

Summary:
SMILES	S=COCOC=S
net charge	0
Kohn-Sham gap	9.193	eV
LUMO energy	0.1	eV
E_HOMO	-9.070	eV

---

R:
# C3H4O2S2

The molecule C3H4O2S2 (ωB97M-V with the def2-TZVPD basis set, the OMol25 dataset).

```
11
C3H4O2S2 (ωB97M-V with the def2-TZVPD basis set)
O -0.14 -2.07 -0.53
C 0.03 -0.91 -0.83
S -0.81 -0.08 -2.17
C 0.89 0.01 0.03
C -0.03 0.87 0.88
O -0.13 2.03 0.62
S -1.08 0.10 2.08
H -0.76 1.13 -1.60
H 1.53 -0.66 0.61
H 1.49 0.68 -0.58
H -0.99 -1.10 1.48
```

Summary:
SMILES	O=C(S)CC(=O)S
net charge	0
Kohn-Sham gap	10.289	eV
LUMO energy	0.0	eV
E_HOMO	-10.300	eV

---

The structure with the most favorable energy is R; the runner-up is 48.6 kcal/mol above it.